Entry 1:
16
Properties=species:S:1:pos:R:3:forces:R:3 method="wB97M-V/def2-TZVPD" orbital_gap_ev=9.8 e_homo_ev=-8.98 de_lowest_kcal_mol=123.64
C 0.4002 -1.5358 -0.8512 -0.4314 0.1126 -0.3452
C 0.6001 -0.2446 -0.1292 1.4094 -1.3056 3.0311
C 0.1779 -0.4323 1.6124 1.1027 0.7295 -1.9715
N 1.4257 0.6825 -0.3325 0.2762 -0.1312 1.1710
N 0.8045 0.2378 2.4735 -0.1653 -0.3830 -0.2331
H 2.2324 0.4456 -0.9015 -0.6514 0.2399 -1.0187
H 1.4754 0.8782 2.0268 -0.2494 0.0410 -0.2364
H -0.4963 -1.2274 1.9450 -0.1375 0.0667 -0.2600
H -0.6665 -1.7583 -0.8561 0.0008 -0.1144 -0.0372
H 0.7315 -1.4648 -1.8886 0.0785 -0.0204 0.0655
H 0.9017 -2.3645 -0.3515 0.1434 0.0979 0.0985
N -1.7345 1.8615 -0.6645 0.3284 -0.1314 0.3774
O -1.4204 0.5106 -0.3128 -0.3146 -0.3128 2.2669
H -1.1771 0.4330 0.7089 -1.3900 1.1641 -3.0081
H -2.3972 1.7504 -1.4304 0.2262 0.0136 0.1137
H -0.8572 2.2279 -1.0484 -0.2259 -0.0665 -0.0139


Entry 2:
98
Properties=species:S:1:pos:R:3:forces:R:3 method="wB97M-V/def2-TZVPD" orbital_gap_ev="6.0 / 4.3" e_homo_ev="-10.79 / -11.16" spin_multiplicity=3 total_charge=+2 de_lowest_kcal_mol=182.28
P -1.5796 -5.3010 -2.2535 0.0428 1.7559 -0.1398
C -3.0732 -5.3574 -1.3655 -0.7979 0.5641 0.0100
C -4.1497 -5.6846 -2.2261 -0.0191 -0.4690 0.2486
H -3.9812 -5.6565 -3.3159 -0.2600 -0.2321 0.6290
C -5.3448 -6.1283 -1.6670 0.2137 0.3420 0.6243
H -6.1495 -6.4882 -2.3233 0.3164 0.2613 0.5392
C -5.4601 -6.1189 -0.2551 -0.2656 -0.0115 0.1018
H -6.4053 -6.4838 0.1906 0.7259 0.2473 -0.2739
C -4.4388 -5.6246 0.6089 -0.7056 -0.3157 -0.8930
H -4.6036 -5.6056 1.6964 0.1201 0.1308 -0.6811
C -3.2459 -5.2074 0.0353 0.5923 -0.2273 -0.0516
H -2.4336 -4.7727 0.6488 -0.5193 -0.5364 -0.3872
C -1.5473 -4.3759 -3.7695 0.7035 0.9027 -0.3084
C -2.4200 -3.2745 -4.0793 0.9641 -1.4159 -0.2539
H -3.1379 -2.9320 -3.3545 -0.1776 -0.0043 0.1302
C -2.3343 -2.7026 -5.3443 -0.2035 0.3875 -0.6231
H -3.0405 -1.8892 -5.6448 0.7451 -0.7844 0.4099
C -1.3994 -3.1701 -6.2897 0.4723 -0.7108 0.7734
H -1.3588 -2.7424 -7.2871 -0.1120 -0.0561 0.1522
C -0.4783 -4.2022 -5.9448 -0.3176 0.8216 -0.6468
H 0.2395 -4.5784 -6.6968 -0.4422 0.3682 0.5592
C -0.5081 -4.7525 -4.6778 -1.2286 0.1371 0.3656
H 0.1861 -5.5292 -4.3830 0.0184 -0.0798 -0.1260
C -0.1311 -6.0641 -1.6247 0.4204 -0.8372 0.5551
C -0.3539 -7.4617 -1.7608 0.4016 0.7060 -0.0784
H -1.3284 -7.7814 -2.1454 0.4837 -0.2175 0.1130
C 0.6584 -8.3463 -1.4523 0.8659 -0.0225 0.4665
H 0.4950 -9.4235 -1.6143 0.3070 0.6311 0.2354
C 1.8769 -7.8307 -0.9351 -0.3744 -0.1721 -0.1683
H 2.6732 -8.5454 -0.6880 -0.3396 0.4313 -0.1093
C 2.0794 -6.4464 -0.7096 -0.0798 -0.6968 -0.1082
H 3.0395 -6.1009 -0.2754 -0.8535 -0.2271 -0.3181
C 1.0646 -5.5500 -1.0406 -0.7091 -0.1747 -0.3176
H 1.1538 -4.4816 -0.8098 -0.0420 -0.3805 -0.2442
Mo -0.5255 -0.1878 -0.6195 4.6404 5.0562 1.9432
C 1.0913 0.3654 -2.0118 0.0267 1.1642 0.2427
C 1.4849 -0.4894 -2.9658 1.0899 -0.7877 -1.5952
H 1.7316 1.3002 -1.9341 -1.0706 -0.5666 -0.2803
C 0.8603 -1.8928 -2.9149 0.4177 0.0903 1.2082
O 1.9036 -2.9105 -2.9344 -0.4213 -0.2436 -0.0402
H 1.5126 -3.7949 -2.7487 0.1833 1.0117 -0.2450
C 0.1420 -1.8088 -1.5944 -4.7722 -0.0182 3.5226
H 0.1929 -2.0817 -3.7754 -0.1765 0.0822 0.5132
C -0.7899 -1.9101 -0.3938 2.2553 -6.9988 -3.4096
Cl -1.8093 -0.7548 2.2064 0.3599 0.2293 -1.0514
P 2.3054 -0.4778 1.8320 -1.6294 0.3112 -1.2752
P -2.2806 1.2674 -1.2345 2.0545 -1.8720 0.9232
C 1.8941 -0.2466 3.5857 1.3028 -0.3463 -0.1830
H 0.8261 -0.5303 3.6928 0.5625 0.0723 -0.1201
H 2.0325 0.8285 3.8003 -0.0050 -0.6447 0.2591
H 2.5945 -0.9116 4.1157 -0.5459 0.4312 0.5958
C 2.1604 -2.2941 1.4963 -0.3457 -0.1840 -0.0704
H 2.4042 -2.5590 0.4518 0.1009 0.4656 0.3875
H 1.1297 -2.6709 1.6508 0.4739 0.4622 0.2300
H 2.8550 -2.8344 2.1771 -0.3873 0.3962 -0.3315
C 3.8657 -0.0107 1.0368 0.4993 -0.1383 1.0327
H 3.9381 1.0912 1.0638 0.3462 -0.6061 0.0897
H 3.8311 -0.3501 -0.0197 -0.0481 0.0436 0.7528
H 4.6459 -0.5228 1.6304 0.2441 0.5259 -0.7317
C -2.8355 2.4111 0.0133 -0.3343 0.1455 -0.5192
H -2.1323 3.2395 0.1171 -0.1668 -0.0152 -0.1336
H -2.9605 1.9267 0.9810 -0.0480 -0.2044 -0.1308
H -3.7775 2.7146 -0.4213 -0.5741 0.8033 0.5292
C -1.7119 2.0441 -2.7168 -1.0468 0.8481 -0.6536
H -1.3841 1.2982 -3.4491 -0.2171 0.1084 0.2579
H -0.8822 2.7270 -2.5105 -0.2899 -0.0250 0.0257
H -2.6125 2.5653 -3.0406 0.3394 0.6000 -0.9237
C -3.4966 -0.0014 -1.5865 -0.8186 0.6727 -0.1137
H -3.6630 -0.6233 -0.6971 -0.0544 0.3853 -0.1601
H -3.1582 -0.6350 -2.4085 -0.0715 0.2258 -0.0243
H -4.3626 0.6035 -1.8472 -0.7727 -0.7076 -0.2652
P 2.6181 -0.1255 -4.3660 -2.0571 -0.5433 3.3912
C 2.9369 1.6301 -4.2255 0.4840 -0.0551 -0.9579
C 1.6591 -0.5643 -5.8086 0.2418 0.0875 -0.5656
H 3.4918 1.8348 -3.3048 -0.0807 -0.0629 -0.2224
H 1.9955 2.1903 -4.2406 0.2441 -0.1801 -0.0341
H 3.5480 1.8806 -5.1046 -0.0651 0.4003 0.3234
H 1.3730 -1.6309 -5.7713 0.2547 0.4661 0.0178
H 2.2940 -0.3668 -6.6795 -0.3623 -0.1700 -0.1703
H 0.7464 0.0566 -5.8479 0.4784 -0.2295 0.0430
C 4.0745 -1.1340 -4.1251 0.2396 0.1188 -0.6534
H 4.6645 -0.7106 -3.2995 -0.1558 -0.1057 -0.3243
H 4.6306 -1.1043 -5.0672 0.3516 -0.2720 0.2711
H 3.7430 -2.1527 -3.8650 0.1457 0.4674 -0.2196
H -1.1893 -2.6782 0.2881 0.2144 0.4265 -0.4814
C 1.7429 3.0573 0.6045 0.5193 -1.0935 0.2376
Si 0.9247 1.2040 1.0526 -1.1241 0.6783 -1.4959
C -0.8679 2.4043 3.6927 -0.4166 -0.1106 0.7891
C -1.4314 3.7069 3.1307 0.0876 0.2592 0.5269
H 2.8319 2.9055 0.4832 -0.3418 0.3408 0.0123
H 1.5934 3.8183 1.3946 -0.0041 -0.6846 -0.1369
H 1.3663 3.5186 -0.3320 -0.0414 -0.6719 0.3747
H 0.2247 2.4026 3.7115 0.0512 0.1414 0.0186
H -1.2051 2.2583 4.7471 0.2250 0.0703 -0.7323
H -1.1990 1.5276 3.1323 0.0296 0.0861 0.0366
H -1.2918 4.5296 3.8554 -0.0634 -0.2836 -0.4041
H -0.9372 4.0005 2.2043 0.0093 0.0125 -0.1134
H -2.5041 3.6226 2.9375 0.0895 0.0198 0.0288


Entry 3:
13
Properties=species:S:1:pos:R:3:forces:R:3 method="wB97M-V/def2-TZVPD" orbital_gap_ev=10.4 e_homo_ev=-10.13 de_lowest_kcal_mol=0.00
O -0.4835 -1.6984 -0.3383 0.7650 0.0210 0.6835
Br 2.3176 0.7564 2.6428 -0.7483 -0.6528 -0.6723
Br -0.4571 2.0678 0.8497 0.4093 -0.7871 -0.5608
C -0.3750 -0.5189 -0.5721 -1.2188 -0.3631 -0.0978
C -1.2063 0.0030 -1.7391 0.4414 0.4464 0.3738
C 0.9940 -0.2980 1.6018 -0.6372 -0.4921 -0.1861
C 0.5184 0.3967 0.3170 -0.1147 0.0906 0.4338
H -1.9505 0.7174 -1.3858 0.0670 0.0435 -0.0020
H -0.5570 0.5191 -2.4365 0.0494 0.2424 -0.2657
H -1.7073 -0.8315 -2.2369 0.2617 0.1002 0.2485
H 0.1088 -0.5135 2.2239 0.5861 0.3498 0.0273
H 1.4141 -1.2851 1.3484 0.1861 0.6110 0.1078
H 1.3837 0.6851 -0.2748 -0.0471 0.3901 -0.0899